# 1
Density functional theory data (ωB97M-V with the def2-TZVPD basis set) for a 5-piece molecular cluster, C38H82N4O5 overall at a distorted geometry.

XYZ file:
```
129
Properties=species:S:1:pos:R:3:forces:R:3
H 9.418798 15.486284 15.608373 0.6 0.5 1.4
H 16.106931 19.876595 15.221993 0.3 0.4 -0.4
H 9.456659 21.419377 14.374176 0.0 0.2 -0.6
H 7.796745 13.342343 11.681463 0.2 -0.7 -0.1
C 13.566567 18.785696 14.528842 -0.6 0.8 0.9
H 11.412262 14.880419 14.773144 0.0 -0.4 0.8
H 16.736809 15.388505 14.680440 -1.2 0.1 -0.5
H 11.625673 21.275877 10.735568 -0.3 0.1 -0.1
H 8.694500 24.724062 13.068087 -0.7 0.4 0.2
H 15.481165 15.346191 13.365517 -0.1 -0.4 0.1
H 5.917339 17.164978 13.518135 0.2 -0.5 0.0
H 8.360083 17.602841 14.286241 -0.3 -0.5 -0.4
C 6.629469 12.382527 13.884253 0.5 -1.2 -1.4
H 10.430688 14.139124 20.801019 0.3 -0.1 0.3
H 7.841575 8.810979 10.692196 -0.2 0.7 -0.1
H 7.310201 23.910680 12.157062 0.8 -0.3 0.7
O 6.222559 9.886670 12.612080 0.1 0.4 0.4
H 15.992989 17.727985 12.309217 1.2 0.3 2.0
H 7.636926 7.839355 14.124162 -0.5 -0.3 0.5
H 13.763047 20.809999 13.625183 -0.6 0.8 1.0
H 13.177112 16.111772 13.340480 0.9 2.1 -0.9
C 16.016567 17.770023 15.742031 -0.2 -0.5 2.3
C 11.631486 15.109292 19.273309 1.2 -1.7 1.1
H 13.652355 18.779887 16.665272 0.4 0.1 -0.2
C 9.362646 22.812852 12.580998 -1.0 -0.4 0.2
H 10.095637 19.411148 10.926646 0.1 0.2 -1.3
H 9.770647 23.103182 14.619495 0.4 0.6 0.6
C 8.662543 22.118289 9.307903 -1.7 -1.3 0.2
C 9.858097 15.735450 16.640303 0.6 -0.8 -1.7
C 10.184299 10.901769 13.423886 0.3 -0.3 -0.8
C 10.909010 21.948040 10.225455 0.8 -0.9 0.3
C 10.907448 14.555112 16.934491 -1.2 0.4 -0.2
H 11.179380 21.881932 9.149272 0.0 0.5 0.6
H 7.174183 21.927303 11.668639 0.1 0.3 -0.2
H 8.567561 19.415202 10.190078 -0.7 0.2 0.0
H 12.071735 23.572080 10.679657 0.9 0.7 -0.1
H 8.600692 11.815403 11.120689 0.8 0.0 -0.5
C 9.544884 19.854431 10.049503 -0.4 0.4 2.6
H 10.032070 16.552285 18.852675 0.7 0.0 0.6
H 11.780974 18.204477 15.680901 0.1 -0.2 -0.1
N 14.097511 17.434346 14.385284 0.2 0.1 -1.5
O 5.826086 18.756826 12.393904 -0.2 1.1 -1.2
C 10.994348 16.486838 19.403906 -1.4 0.1 0.9
H 8.999037 21.810639 8.314135 0.0 0.2 0.1
C 12.052560 18.569323 14.688265 -0.2 0.5 -0.3
H 14.907499 19.735735 13.103194 -0.6 -0.4 -0.3
C 8.475992 9.197755 12.733500 0.8 -0.4 0.3
H 8.704896 24.502094 11.361905 0.3 0.4 -0.8
H 10.346274 16.716173 16.575197 -0.2 -0.1 -0.1
H 15.006722 15.260932 15.149300 -0.1 -0.2 -0.4
C 7.755517 11.652656 13.144326 0.4 0.3 -1.3
C 8.413509 24.037235 12.276203 0.4 -0.7 0.0
H 8.609854 7.006595 12.847806 -0.5 0.9 0.4
H 15.901384 19.671584 16.942353 0.4 -0.3 0.2
H 7.039689 7.692086 12.420931 -0.4 -0.3 0.4
C 15.565724 17.179126 14.431413 -0.4 1.4 -0.3
C 12.984685 15.003238 20.028101 -0.6 2.0 0.1
H 5.793678 12.121436 13.274979 -1.1 0.3 -0.3
H 9.346164 12.924008 13.761397 0.4 0.3 -0.4
H 6.275011 18.578565 14.436160 -0.1 0.3 -0.5
H 6.853924 11.937890 11.130644 0.5 0.3 0.3
C 7.884962 7.838121 13.081143 1.0 -0.6 -0.4
H 12.646125 14.038456 15.707022 -0.1 0.1 0.2
H 11.695776 17.911671 13.896050 0.0 -0.1 0.3
C 13.839776 19.773454 13.391766 1.7 -0.4 -0.2
O 13.598917 17.002629 13.072073 -0.5 -2.4 1.4
C 7.941828 17.940246 13.319655 0.9 -0.3 0.5
H 9.527575 9.255490 14.606918 -0.1 -0.2 0.7
H 8.116475 22.579751 14.469940 0.7 -0.1 -0.7
H 9.275418 13.083325 16.796379 -0.2 0.4 -0.3
O 7.750753 21.205453 11.948064 0.2 -0.5 0.2
H 17.091420 17.592069 15.845530 0.0 0.1 0.0
O 12.903173 15.710812 17.391000 0.5 1.3 -0.7
H 10.732311 12.515955 17.540004 -0.4 0.5 -0.1
C 9.514778 21.397676 10.354252 -0.2 -0.7 -0.6
C 15.675213 15.664663 14.384139 1.7 0.3 1.0
H 7.566861 21.817486 9.377948 1.3 0.4 0.0
C 9.150534 22.430467 14.066377 -0.8 -0.2 0.3
C 8.767761 9.038983 11.225396 -0.1 -0.7 0.1
H 9.288902 8.078401 11.061590 0.3 0.5 0.3
H 13.312662 14.020816 20.247446 0.1 -1.1 0.0
H 13.793230 20.381311 15.995495 -0.1 0.1 -0.2
H 8.323384 17.322921 12.503805 -0.4 -0.4 0.1
H 9.334693 9.824208 10.763006 0.1 0.4 -0.3
H 8.923795 14.584685 18.855353 0.4 -0.8 0.2
N 9.111775 21.582608 11.766062 -0.4 0.0 0.2
H 10.793348 16.854854 20.452752 0.3 -0.8 -0.9
H 16.873991 18.819984 13.571248 -0.3 -0.4 -0.1
H 8.881038 12.865870 19.068277 -0.8 -1.3 1.1
H 6.829580 13.429490 13.762844 -0.1 0.6 0.7
C 9.097914 11.873729 13.839702 -0.5 -0.2 0.6
H 11.499790 22.584198 12.825484 0.4 -0.7 0.4
H 6.225244 10.130422 11.677411 0.2 0.1 -0.2
H 9.842781 19.519631 9.071774 0.7 0.3 -0.3
H 10.434484 11.061400 12.362812 0.2 0.1 0.3
H 12.468392 16.561277 17.107163 0.1 -1.1 0.4
C 14.123889 19.353288 15.843164 -0.3 -0.2 0.5
C 9.767227 9.457161 13.581776 -1.0 -0.6 -1.9
H 11.226120 13.199376 15.261743 -0.5 -0.6 -0.2
H 6.395386 11.959184 14.847133 0.4 0.3 0.6
H 12.892570 15.553809 20.950750 0.0 0.0 0.7
H 8.751501 23.177054 9.415000 -0.1 0.8 -0.1
H 11.655540 17.211695 18.975975 0.5 0.6 -0.3
H 15.515212 17.152384 16.543144 0.5 0.6 -0.4
N 7.497486 10.216372 13.165609 -0.6 -0.9 -0.1
H 11.408636 12.949981 19.797672 -0.4 1.1 0.2
H 10.433343 24.016804 10.401830 -0.5 0.8 -0.4
C 15.642764 19.262097 15.970239 -0.9 -1.2 -0.4
H 8.504668 18.852592 13.202389 -0.3 1.0 -0.2
C 10.823900 23.278231 12.369297 -1.2 -0.3 -0.5
H 13.193210 19.656798 12.554278 -0.3 -0.6 -0.9
C 9.542291 13.647416 18.856973 1.3 2.7 0.5
C 10.052872 13.408027 17.480364 1.7 -1.4 -0.4
C 11.060563 23.307389 10.880083 0.9 -0.4 -0.4
H 11.495459 19.489393 14.545776 0.0 0.4 0.1
H 13.754113 15.529272 19.480178 0.2 0.0 -0.2
H 11.088135 10.954426 14.001570 0.6 0.8 0.3
H 8.878026 11.770534 14.899452 0.1 -0.3 0.4
C 6.439252 18.112525 13.437666 0.6 -0.7 1.7
N 12.009977 14.773068 17.907783 -1.5 0.1 -1.1
C 16.511413 17.801462 13.367509 -2.2 -0.5 -2.2
C 11.564926 14.153571 15.611689 0.7 0.7 -0.9
H 9.001758 15.795029 17.306515 0.2 0.0 0.2
H 11.005386 24.238050 12.869398 -0.2 -0.1 -0.3
H 17.321277 17.103110 13.369320 0.9 -0.1 -0.3
C 7.786286 12.232987 11.663468 -1.3 0.0 1.1
C 10.805061 13.898640 19.810028 -1.8 -0.4 -1.5
H 10.536118 8.726508 13.219997 -0.4 0.7 0.4
H 6.418869 19.465308 12.108521 -0.1 0.1 0.0
```
Positions in Å, forces in eV/Å.

## Properties
Energy relative to the best compared isomer or geometry (same formula, charge and spin): 19.6 kcal per mole
Net charge: 0
Structure (SMILES): CC1(C)CCCC(C)(C)N1O.CC1(C)CCCC(C)(C)N1O.CC1(C)CCCC(C)(C)N1O.CC1(C)CCCC(C)(C)N1O.CCO
Frontier orbital gap: 9.045 eV

***

# 2
Density functional theory data (ωB97M-V with the def2-TZVPD basis set) for an isolated ion of composition C5H14NO2 and charge +1 at a distorted geometry.

XYZ file:
```
22
Properties=species:S:1:pos:R:3:forces:R:3
H -0.959291 -2.075163 1.202905 -0.8 -0.4 -0.9
C -0.409630 -0.378330 -0.171823 0.2 -3.3 1.9
N 0.815137 0.472291 0.335124 -3.6 0.5 1.3
C -2.554657 0.568794 0.623681 2.3 -2.6 2.8
H 0.186607 2.487777 -0.575236 1.6 -1.4 0.8
H -2.853405 -0.416300 1.081598 -0.1 0.9 -0.9
H 1.734919 -1.417540 0.898607 0.1 2.0 -1.2
H 2.026817 2.052831 -0.004242 -0.8 0.9 -0.2
H 2.494820 -0.291840 -0.437610 0.5 -0.7 0.2
C -0.152685 -1.221235 -1.446629 0.1 -1.1 0.2
C 1.068103 1.747913 -0.463753 -0.3 0.1 1.9
H 2.589426 0.077710 1.317709 -0.1 0.1 -0.5
H 0.585660 0.628022 1.347620 -0.6 0.6 -1.2
O -0.415278 -1.300123 1.114218 0.6 2.9 -1.4
H 0.834661 -1.210390 -1.955458 -0.4 0.1 0.8
H -3.393014 1.122678 0.313459 -0.5 0.6 -1.2
H -2.053482 1.018383 1.482118 -0.2 0.6 -0.1
H -0.450787 -2.287781 -1.209474 0.7 1.2 -0.2
H 1.342423 1.403815 -1.405984 0.3 -0.6 -1.9
H -0.877215 -0.929187 -2.187735 -0.2 0.4 -0.2
C 1.969909 -0.352552 0.512632 2.3 -2.0 0.5
O -1.529041 0.300231 -0.371724 -1.1 1.1 -0.5
```
Positions in Å, forces in eV/Å.

## Properties
Energy relative to the best compared isomer or geometry (same formula, charge and spin): 75.2 kcal per mole
Net charge: +1
Structure (SMILES): CO[C@](C)(O)[NH+](C)C
Frontier orbital gap: 12.199 eV

***

# 3
Density functional theory data (ωB97M-V with the def2-TZVPD basis set) for a 2-piece molecular cluster, C7H8ClOP overall at a distorted geometry.

XYZ file:
```
18
Properties=species:S:1:pos:R:3:forces:R:3
H 3.041531 -0.297940 2.355086 -0.2 -0.2 0.1
C 3.193711 -0.655933 1.337020 -0.9 0.3 1.8
H -2.584228 2.067475 -2.012424 -0.5 1.0 0.0
H -0.133142 2.272505 -1.356970 0.0 0.7 -0.7
H 3.312976 -1.672983 1.309004 1.6 -2.5 0.6
H -0.480417 -1.675806 0.271479 0.5 0.7 0.1
C -0.774543 1.461860 -1.096970 0.2 -1.0 0.2
C -2.270415 -0.659253 -0.166867 3.8 0.9 -0.2
H 4.041108 -0.122482 1.011723 0.8 0.8 -1.4
C -0.852750 -0.696821 -0.050043 -1.8 -1.5 -0.1
C -0.108064 0.362860 -0.522642 0.8 0.3 0.5
Cl 2.037165 2.347095 2.558131 0.0 0.1 0.0
O 1.980488 -0.620086 0.651793 -0.8 0.2 0.1
P 1.720336 0.452209 -0.485484 -1.1 1.2 -1.1
C -2.849621 0.363949 -0.793808 -1.9 1.8 -0.7
H -3.922104 0.423407 -0.901266 -0.2 -0.4 -0.2
H -2.868494 -1.463811 -0.110720 -1.6 -3.1 1.3
C -2.136811 1.409741 -1.310175 1.4 0.5 -0.3
```
Positions in Å, forces in eV/Å.

## Properties
Net charge: 0
Spin multiplicity: 3
Frontier orbital gap (alpha / beta): 7.978 / 5.255 eV
<S²>: 2.011

***

# 4
Density functional theory data (ωB97M-V with the def2-TZVPD basis set) for one molecule with the formula C6H6O2 at a distorted geometry.

XYZ file:
```
14
Properties=species:S:1:pos:R:3:forces:R:3
C 0.057681 0.305225 -0.223904 2.7 1.1 -0.9
C 1.033160 1.135480 -0.745702 -1.0 0.1 1.1
H 2.246181 -1.922208 0.914669 0.2 0.7 -0.1
C 2.335977 0.975442 -0.524341 -2.4 -0.2 -0.1
H 3.012275 1.349738 -1.179621 2.6 1.2 -1.2
O 2.786860 0.029132 0.338180 -0.5 -1.2 0.7
O -0.073523 -2.163313 -0.275942 3.0 1.0 1.1
C 0.682828 -0.948187 -0.149207 -1.5 -2.8 1.1
C -1.278832 0.703962 0.162148 -2.1 0.0 1.0
H -0.831686 -1.833568 -0.684075 -2.3 0.2 -1.0
H -1.943319 0.404740 -0.625343 -0.7 -0.4 -0.5
H -1.367422 1.760894 0.149158 0.3 1.2 -0.1
C 1.904389 -0.998864 0.433179 0.7 -0.5 -0.3
H -1.797846 0.418178 1.121614 1.2 -0.5 -0.8
```
Positions in Å, forces in eV/Å.

## Properties
Energy relative to the best compared isomer or geometry (same formula, charge and spin): 85.4 kcal per mole
Net charge: 0
Structure (SMILES): CC1=C=COC=C1O
Frontier orbital gap (alpha / beta): 8.384 / 8.382 eV